1.
C9H7N3NdO5 | ωB97M-V/def2-TZVPD

As for the expectation value of S²: 3.756. As for the spin multiplicity: 4. As for the net charge: +3. The calculation puts the HOMO-LUMO gap (alpha / beta) at 4.843 / 5.082 eV. The calculation puts the LUMO energy (alpha / beta) at -14.57 / -14.36 eV.

The geometry in XYZ format:
```
25
Properties=species:S:1:pos:R:3:forces:R:3
O -0.092509 -3.163814 -2.360721 -0.2 3.3 0.1
C -0.105997 -2.025703 -2.353415 2.6 -12.1 -0.7
Nd -0.492375 0.027049 -2.247995 -5.5 0.3 1.2
O -2.806108 0.025475 -5.561002 2.1 0.0 2.3
C -2.074864 0.014809 -4.692572 -2.1 0.0 -2.2
C 1.877939 0.025485 -2.678389 7.3 0.1 -1.2
O 3.013492 0.028513 -2.873646 -5.0 0.0 0.8
C -0.107331 2.073338 -2.300073 2.9 12.3 -0.1
O -0.090303 3.212423 -2.279004 -0.3 -3.5 0.0
C 2.237386 0.525388 2.993641 0.1 0.0 0.3
N 0.999110 0.214951 2.229091 0.0 0.0 -1.2
C -0.168557 -0.098575 2.815079 1.6 0.4 1.5
C -1.271884 -0.369496 2.116818 -3.1 -0.7 -2.2
C -1.258297 -0.335866 0.685233 0.8 0.1 3.9
N -0.110533 -0.033077 0.087927 0.9 0.3 -1.7
C 1.062503 0.258440 0.819637 3.0 0.8 -0.5
O 2.136091 0.551407 0.223447 -3.5 -0.9 1.1
N -2.343038 -0.592127 -0.041038 -1.5 -0.3 -1.6
H 3.021172 -0.189175 2.741484 -0.1 0.1 -0.1
H 2.022499 0.450900 4.064291 -0.1 0.0 -0.3
H 2.568761 1.539975 2.771765 -0.1 -0.1 -0.1
H -0.183831 -0.122639 3.921343 0.1 0.0 -0.7
H -2.216282 -0.620084 2.609651 0.5 0.1 0.0
H -3.253083 -0.833865 0.381421 0.7 0.2 -0.3
H -2.363961 -0.563734 -1.072973 -0.9 -0.3 1.6
```
Forces are in eV/Å.

=====

2.
C9H7NO | ωB97M-V/def2-TZVPD

As for the net charge: 0. The calculation puts the HOMO-LUMO gap (alpha / beta) at 7.297 / 6.394 eV. For the energy above the lowest of the compared OMol25 structures with the same formula, charge and spin, the calculation gives 151.1 kcal/mol. The calculation puts the LUMO energy (alpha / beta) at -0.84 / -1.68 eV.

The geometry in XYZ format:
```
18
Properties=species:S:1:pos:R:3:forces:R:3
C 1.432905 2.063716 -0.034678 0.7 -0.1 0.4
C 2.468052 1.166231 -0.008321 0.3 0.3 -0.2
C 0.802440 -0.624372 0.004754 -1.0 0.0 -0.2
C 0.193269 1.553173 0.246131 -1.1 1.4 -0.1
C -0.282024 0.309948 -0.103126 1.1 -1.4 0.4
C 2.200350 -0.265001 -0.014299 -0.2 0.0 -0.2
C 0.304137 -1.959835 0.126397 0.5 -0.1 -0.1
C -0.997496 -2.136776 0.067974 -0.8 4.6 -0.5
C -2.757267 0.404207 -0.096346 -0.4 0.4 -0.1
N -1.482889 -0.209685 -0.202396 1.1 -4.6 0.4
O 3.104376 -1.101173 -0.095881 0.0 0.0 0.2
H 1.618214 3.127208 -0.019054 0.0 0.1 -0.1
H 3.491710 1.496514 0.054993 0.2 0.0 -0.1
H 1.029287 -2.751802 0.250615 -0.1 -0.2 0.0
H -1.834853 -2.778197 0.021591 -0.4 -0.4 -0.1
H -3.221097 0.510737 -1.083314 0.0 0.0 0.1
H -3.416004 -0.200945 0.528451 0.0 0.1 0.0
H -2.653117 1.396046 0.356501 -0.1 0.0 0.0
```
Forces are in eV/Å.

=====

Record order is preserved below.
Energy: -39395.8099 -12977.6161 eV
Record order is preserved below.
Maximum force: 0.245 0.092 hartree/bohr